(1)
23
Properties=species:S:1:pos:R:3:forces:R:3:mulliken_spin:R:1 method="wB97M-V/def2-TZVPD" s2=0.75 total_energy_ev=-7968.06146 multiplicity=2 orbital_gap_ev="6.8 / 11.0"
C 0.1683 -2.5644 0.8390 -0.5 0.0 0.5 0.044
C 0.4962 -1.1012 1.0585 -1.7 1.3 -0.8 0.042
C 0.9050 -0.2274 -0.0405 3.6 -0.7 -0.7 0.829
C -0.7491 -0.1229 0.9646 -2.8 -0.5 2.7 0.042
C -0.5882 1.3412 1.4776 -1.0 -0.5 -0.3 0.033
C -0.5215 2.4046 0.3655 -0.4 -0.1 0.2 -0.014
N 0.7470 -0.0112 -3.3517 -0.2 -0.2 -0.3 0.004
H -0.4040 -2.8904 1.7168 -0.1 -0.1 -0.2 -0.003
H 1.0223 -3.2446 0.7879 0.2 0.4 -0.2 -0.020
H -0.4635 -2.7167 -0.0374 0.1 0.0 -0.1 0.000
H 0.8199 -0.9283 2.0868 0.7 0.1 -0.4 0.010
H 0.7889 -0.5396 -1.0641 -0.1 0.0 0.0 -0.008
H 1.5951 0.5863 0.1503 -0.1 0.0 -0.1 -0.008
H -1.3830 -0.0783 0.0733 0.6 -0.5 -0.3 0.031
H -1.4685 -0.5832 1.7180 0.0 0.2 -0.2 0.044
H 0.1090 1.3435 2.3175 0.5 0.4 -0.4 -0.006
H -1.5529 1.5839 1.9443 0.2 -0.2 0.2 -0.011
H 0.1505 2.2220 -0.4704 0.3 -0.1 0.3 -0.008
H -1.5255 2.4063 -0.0769 0.1 0.1 -0.1 -0.002
H -0.3777 3.4030 0.7763 0.2 0.0 0.0 0.000
H 0.9962 -0.9648 -3.5859 0.1 -0.1 0.1 0.001
H -0.1619 0.1139 -3.7847 0.0 0.2 0.0 0.001
H 1.3976 0.5682 -3.8647 0.1 0.2 0.0 0.000


(2)
24
Properties=species:S:1:pos:R:3:forces:R:3:mulliken_spin:R:1 method="wB97M-V/def2-TZVPD" s2=0.75 total_energy_ev=-9454.83462 multiplicity=2 total_charge=-1 orbital_gap_ev="5.3 / 5.2"
C -2.3182 -0.3337 -0.5025 1.7 -4.0 -4.5 0.819
C -3.5145 0.3201 0.8416 -0.8 1.1 2.6 0.173
C -2.0203 0.5899 0.4960 0.1 -0.7 2.9 0.005
N 0.4079 -0.6488 0.0987 1.0 1.0 0.4 0.013
C 0.4377 -1.1315 -1.2509 1.1 -1.0 0.9 0.001
C 1.4124 0.4058 0.2670 -3.1 1.8 -2.1 -0.002
C 2.7385 -0.1435 0.3322 1.9 -1.1 -2.3 -0.001
N 3.9062 0.7091 0.2367 2.7 0.4 2.6 0.000
H -2.5425 -0.1010 -1.5353 0.0 0.2 0.0 0.017
H -2.2691 -1.4486 -0.3017 0.2 1.7 -0.1 -0.025
H -3.6080 -0.6679 1.3752 -0.3 0.7 -1.4 0.017
H -3.6335 0.9316 1.6980 -1.0 1.6 1.8 -0.034
H -4.3080 0.6671 0.1356 0.7 -0.8 0.4 0.015
H -1.3334 0.1069 1.2718 -1.0 0.6 -1.0 0.019
H -1.6506 1.6171 0.4024 -0.6 -0.2 -0.7 -0.002
H -0.3065 -1.9550 -1.3546 0.4 0.6 -0.3 -0.019
H 1.4402 -1.5666 -1.5592 -0.4 -0.3 0.0 0.008
H 0.3360 -0.3524 -2.0171 -0.7 0.5 -0.4 -0.005
H 1.2147 1.2563 0.9811 -0.2 -1.0 0.4 0.001
H 1.4509 1.0526 -0.7336 -0.2 -0.5 1.0 0.000
H 2.7860 -1.0254 0.9874 0.6 0.7 0.4 0.000
H 2.8616 -0.5395 -0.6660 -0.7 -1.4 -0.2 0.000
H 3.9968 1.5812 -0.2682 -0.8 -0.4 0.2 0.000
H 4.5155 0.6764 1.0654 -0.6 0.5 -0.7 0.000


(3)
24
Properties=species:S:1:pos:R:3:forces:R:3:mulliken_spin:R:1 method="wB97M-V/def2-TZVPD" s2=0.75 total_energy_ev=-9459.26478 multiplicity=2 total_charge=-1 orbital_gap_ev="2.5 / 8.8"
C -1.1205 -0.7464 -0.5117 2.0 0.6 -0.3 2.394
N -0.0305 -1.7393 -0.6094 0.2 0.1 0.6 -0.604
C 1.3632 -1.3866 -0.3137 0.1 -1.0 -1.2 0.454
C 2.2534 -1.8150 -1.4917 0.1 0.3 -0.2 -0.152
C -0.7336 0.6563 -0.0127 -0.2 -0.1 0.2 -1.477
N -0.1786 0.6290 1.3313 -0.2 0.4 -0.1 -0.297
C 0.1164 1.9427 1.9224 0.2 -0.8 0.4 1.605
C -1.9458 1.5583 -0.2371 0.0 0.2 -1.1 1.874
H -1.8768 -1.1526 0.1338 -0.8 -0.1 -0.1 -0.986
H -1.3695 -0.5323 -1.5484 -1.1 -0.3 0.0 0.109
H -0.2533 -2.5486 -0.0504 -0.2 0.1 0.0 -0.051
H 1.5030 -0.3383 -0.0817 0.0 -0.1 0.3 0.192
H 1.7105 -2.0432 0.4830 0.0 0.5 0.6 0.091
H 2.0788 -2.8651 -1.7185 0.2 -0.2 0.1 -0.005
H 3.3120 -1.6378 -1.2868 0.1 -0.2 0.2 -0.004
H 2.0479 -1.2931 -2.4222 -0.3 0.3 -0.1 -0.027
H 0.0600 0.9930 -0.6935 0.0 0.2 0.2 -0.245
H -0.7886 0.1162 1.9592 -0.1 -0.1 -0.1 -0.302
H 1.0393 1.7928 2.4908 0.1 0.5 0.0 -0.017
H -0.6447 2.2947 2.6270 -0.2 0.0 -0.1 -0.551
H 0.2404 2.7227 1.1748 0.2 -0.1 -0.1 -0.086
H -1.8203 2.6142 -0.0011 0.1 -0.1 0.6 -0.225
H -2.0932 1.6207 -1.3281 -0.2 -0.2 0.0 -0.258
H -2.8693 1.1577 0.1847 0.1 0.1 0.2 -0.429


(4)
24
Properties=species:S:1:pos:R:3:forces:R:3:mulliken_spin:R:1 method="wB97M-V/def2-TZVPD" s2=0.76 total_energy_ev=-9458.13374 multiplicity=2 total_charge=-1 orbital_gap_ev="6.6 / 5.9"
C -3.0400 0.5504 0.9273 0.5 0.2 -0.6 0.006
C -1.5613 0.6946 0.4958 -0.8 1.1 0.1 -0.022
N -1.0585 -0.5209 0.0178 0.0 -0.4 0.4 0.264
C 0.6923 -1.9437 -0.8113 -0.4 0.1 1.1 -0.003
C 0.2911 -0.5758 -0.2362 0.4 0.1 -1.4 0.100
C 1.2369 -0.2628 1.0557 0.2 -0.7 0.8 0.040
N 2.5978 -0.3462 0.7996 0.1 0.4 0.1 0.567
C 3.1477 0.9519 0.5610 1.1 0.2 -0.1 -0.005
H -3.6212 0.0013 0.1882 0.1 -0.2 -0.1 -0.003
H -3.5215 1.5274 1.0299 0.1 0.0 0.4 0.002
H -3.0232 -0.0130 1.8530 -0.4 0.0 0.2 0.001
H -1.0732 1.1198 1.3947 0.3 -0.3 0.3 0.018
H -1.4711 1.6057 -0.1617 0.0 -0.4 -0.5 0.008
H -1.9166 0.3117 -4.2016 -0.5 -0.4 0.3 0.000
H -0.1056 -2.6127 -0.5234 -0.2 -0.4 0.1 0.002
H 0.7559 -1.9642 -1.8759 0.1 0.2 -0.9 0.006
H 1.6263 -2.2831 -0.3845 0.3 -0.1 0.0 0.005
H 0.6705 0.1835 -0.9671 -0.1 0.3 0.2 -0.014
H -2.4809 -0.1045 -3.9009 0.6 0.4 -0.3 0.000
H 0.9354 -1.0339 1.7650 -0.1 -0.3 0.0 -0.004
H 0.8790 0.6891 1.4437 0.0 0.4 0.0 -0.018
H 3.2616 1.5440 1.4879 -0.5 0.1 0.1 0.025
H 4.1981 0.9232 0.2038 -0.4 -0.3 -0.2 -0.001
H 2.5803 1.5584 -0.1610 -0.2 0.1 0.0 0.028


(5)
24
Properties=species:S:1:pos:R:3:forces:R:3:mulliken_charge:R:1 method="wB97M-V/def2-TZVPD" total_energy_ev=-9456.73161 orbital_gap_ev=8.8
C 2.5307 0.2674 -0.2571 -0.8 0.8 0.2 -0.350
N 2.0144 -0.2881 0.9995 -0.4 -0.4 0.3 -0.523
C 1.3147 0.6426 1.8943 2.0 0.4 -1.1 -0.663
C -0.0633 0.9433 1.2831 -2.7 -1.4 4.4 0.014
N -0.8059 0.0244 0.6723 1.5 1.4 -0.2 -0.449
C -3.2434 0.2276 -1.5692 -0.7 0.4 0.6 -0.445
C -3.6983 -1.1038 -0.9447 0.5 -0.7 -1.3 -0.765
C 2.4229 -0.6845 -1.4408 1.3 0.5 0.1 -1.126
H 3.5422 0.6546 -0.1342 0.3 -0.4 0.2 0.365
H 1.9938 1.2106 -0.5489 -0.1 -0.5 0.1 0.290
H 1.2453 -0.9349 0.7777 0.7 -0.1 -0.2 0.355
H 1.8719 1.5820 2.0120 0.0 0.0 -0.4 0.312
H 1.3808 0.2460 2.9374 -1.1 0.1 -0.8 0.301
H -0.6289 1.7211 1.8888 0.6 0.2 -1.0 0.378
H 0.0207 0.7839 0.0921 -0.1 -0.3 -1.5 0.119
H -2.2813 0.5916 -1.2124 0.1 -0.5 0.0 -0.049
H -3.9430 0.9872 -1.1903 0.1 0.1 -0.8 0.240
H -3.2134 0.1549 -2.6621 -0.2 0.4 0.3 0.294
H -2.9688 -1.4664 -0.2144 -0.3 -0.1 -0.1 0.253
H -4.6989 -1.0883 -0.5280 0.0 0.4 0.4 0.273
H -3.8126 -1.8297 -1.7823 0.4 0.1 0.7 0.222
H 1.3867 -0.9304 -1.6447 -0.1 0.0 -0.3 0.311
H 2.9180 -0.1225 -2.2503 -0.6 -0.4 -0.2 0.348
H 3.0278 -1.5949 -1.3318 -0.3 0.1 0.3 0.295


(6)
24
Properties=species:S:1:pos:R:3:forces:R:3:nbo_charge:R:1 method="wB97M-V/def2-TZVPD" total_energy_ev=-9458.18611 smiles=CN(C)CCCCN orbital_gap_ev=9.4
C -0.6411 -2.8235 0.4790 -4.3 -3.1 1.2 -0.430
N -0.7191 -1.5490 1.1073 1.3 1.2 -0.1 -0.471
C -0.5569 -1.7072 2.5348 -4.9 4.4 -0.7 -0.424
C 0.2233 -0.5195 0.5466 0.8 0.7 2.2 -0.216
C -0.5001 0.4778 -0.3283 -3.3 -0.3 -1.9 -0.421
C 0.1431 1.0737 -1.6261 1.4 -0.6 0.7 -0.428
C 1.2637 2.1589 -1.2744 -3.2 1.6 1.5 -0.210
N 1.0619 3.4651 -1.9841 -0.1 -0.6 -0.6 -0.839
H -1.6906 -3.0865 0.0981 1.3 0.7 -0.8 0.191
H -0.7460 -3.7507 1.2019 1.5 1.9 -0.7 0.198
H 0.0959 -2.9578 -0.2562 1.0 -0.2 -0.9 0.194
H -1.5090 -2.0438 2.9586 0.9 -1.5 0.2 0.222
H 0.3898 -1.9099 2.7397 3.9 -2.4 1.8 0.185
H -0.6654 -0.6776 2.9419 0.3 -0.1 -0.1 0.187
H 0.9978 -0.9612 -0.1048 0.1 -0.2 0.7 0.182
H 0.7398 0.0797 1.5369 -1.1 -1.8 -2.9 0.186
H -1.5908 0.0018 -0.5685 2.6 0.8 0.2 0.219
H -0.7965 1.3397 0.2212 -0.3 0.8 0.9 0.197
H 0.8214 0.3423 -2.0664 -0.8 -0.7 -0.6 0.201
H -0.6714 1.3709 -2.3605 1.3 0.0 0.9 0.218
H 1.1230 2.3261 -0.1188 0.6 0.0 -2.1 0.173
H 2.2814 1.8960 -1.4483 0.5 -0.8 -0.2 0.191
H 0.5069 4.0651 -1.4268 -0.3 0.8 1.0 0.347
H 0.4388 3.3895 -2.8029 0.8 -0.6 0.3 0.347